ORCA calculation (wB97M-V/def2-TZVPD) on a molecular structure, C42H42BaO2P2 in a non-equilibrium geometry.

Cartesian coordinates (Å):
Ba 0.305 2.274 1.250
C 1.107 -2.552 0.195
C 1.865 -2.053 -0.787
C 1.648 -2.143 -2.274
C 0.778 -1.005 -2.873
C -0.547 -0.789 -2.207
C -1.240 -1.669 -1.475
C -0.951 -3.122 -1.258
C -0.136 -3.388 0.034
C -2.032 2.421 0.116
H 1.478 -2.515 1.228
H 2.761 -1.471 -0.513
H 1.243 -3.108 -2.601
H 2.637 -2.081 -2.767
H 1.358 -0.071 -2.842
H 0.610 -1.224 -3.941
H -0.970 0.219 -2.335
H -2.113 -1.303 -0.909
H -0.455 -3.584 -2.115
H -1.917 -3.640 -1.148
H -0.797 -3.173 0.887
H 0.094 -4.470 0.089
H -3.018 2.285 0.602
H -1.782 1.409 -0.316
H -2.154 3.113 -0.740
P 5.013 4.818 -6.416
P 2.111 5.409 -7.770
C 4.427 3.883 -7.859
C 3.253 4.194 -8.469
C 6.770 5.124 -6.875
C 7.473 4.348 -7.806
C 8.824 4.613 -8.056
C 9.463 5.680 -7.418
C 8.744 6.499 -6.538
C 7.400 6.235 -6.274
C 5.118 3.426 -5.209
C 3.892 2.897 -4.761
C 3.873 1.813 -3.884
C 5.078 1.249 -3.447
C 6.298 1.779 -3.881
C 6.320 2.880 -4.744
C 1.739 6.279 -9.382
C 2.792 7.035 -9.930
C 2.662 7.601 -11.196
C 1.472 7.442 -11.916
C 0.409 6.729 -11.357
C 0.528 6.172 -10.080
C 0.597 4.391 -7.572
C -0.441 4.927 -6.784
C -1.666 4.267 -6.698
C -1.854 3.053 -7.371
C -0.806 2.491 -8.107
C 0.430 3.142 -8.180
H 5.030 3.021 -8.178
H 2.967 3.752 -9.432
H 6.979 3.537 -8.336
H 9.373 3.976 -8.751
H 10.519 5.877 -7.611
H 9.238 7.342 -6.052
H 6.833 6.879 -5.600
H 2.957 3.328 -5.121
H 2.919 1.403 -3.544
H 5.065 0.393 -2.771
H 7.240 1.336 -3.555
H 7.271 3.298 -5.075
H 3.720 7.150 -9.368
H 3.488 8.170 -11.621
H 1.376 7.878 -12.909
H -0.522 6.608 -11.911
H -0.318 5.636 -9.645
H -0.281 5.867 -6.255
H -2.475 4.697 -6.106
H -2.814 2.539 -7.313
H -0.939 1.539 -8.623
H 1.254 2.682 -8.722
O -1.783 -0.759 1.383
C -1.440 -0.336 2.508
O -0.744 0.777 2.713
C -1.795 -1.035 3.765
C -0.985 -0.885 4.895
C -1.355 -1.459 6.115
C -2.528 -2.218 6.217
C -3.306 -2.434 5.070
C -2.930 -1.869 3.847
H -0.068 -0.303 4.814
H -0.724 -1.305 6.987
H -2.822 -2.650 7.175
H -4.211 -3.041 5.135
H -3.517 -2.058 2.944

* LUMO: -0.8290 eV
* total charge: 0
* Kohn-Sham gap: 6.049 eV
* HOMO: -6.878 eV
* total energy: -67598.979 eV

These are the Löwdin partial charges, in e, on atoms 1 to 4:
1. Ba 1.70
2. C -0.11
3. C -0.12
4. C -0.20